(1)
Molecular formula: C22H72O14
Method: DFT, the ωB97M-V functional and the def2-TZVPD basis

Structure (XYZ):
```
108
Properties=species:S:1:pos:R:3:forces:R:3:lowdin_charge:R:1
C -4.19550 3.16464 0.70600 0.3 1.1 0.9 -0.08
O -3.95616 3.29537 2.18172 -0.3 -0.8 -1.8 -0.14
H -5.01891 3.83116 0.44937 -0.1 -0.2 0.0 0.08
H -3.31712 3.52600 0.17126 0.1 -0.1 0.0 0.05
H -4.42760 2.16409 0.34118 0.1 -0.1 0.8 0.08
H -4.00477 4.23901 2.35139 0.0 0.0 0.1 0.07
C -3.20314 -1.81089 2.60282 -0.2 0.3 -0.2 -0.18
O -2.89836 -1.53113 3.95922 -0.1 -1.1 -0.3 -0.12
H -3.88924 -2.64155 2.43740 0.0 -0.4 0.8 0.08
H -3.74333 -0.99000 2.13121 0.2 0.4 -0.1 0.08
H -2.31824 -2.05065 2.01326 0.3 0.1 0.0 0.05
H -2.84023 -0.57994 4.07527 -0.2 0.5 -0.2 0.02
C -1.97996 1.96962 4.67001 -0.8 0.1 0.5 -0.12
O -3.08473 1.26996 4.09262 0.8 -0.1 0.1 -0.14
H -1.19317 2.21264 3.95587 0.1 -0.2 -0.1 0.06
H -2.40504 2.88911 5.07243 0.4 0.3 0.2 0.08
H -1.60271 1.37801 5.50416 0.1 0.0 -0.2 0.09
H -3.45007 1.90926 3.47665 -0.5 0.0 -0.6 0.03
C 2.35701 3.99298 -2.11286 0.3 0.8 -0.1 -0.10
O 1.86957 5.26090 -1.58202 0.2 -0.7 -0.5 -0.13
H 3.40137 4.02628 -2.42321 0.2 0.3 0.4 0.07
H 2.23255 3.18217 -1.39509 -0.2 0.0 -0.2 0.06
H 1.87652 3.80802 -3.07360 -0.6 -0.1 0.4 0.09
H 2.49135 5.63527 -0.95368 0.2 -0.2 0.0 0.09
C 4.01372 -1.63639 1.46489 1.0 -0.5 0.4 -0.15
O 3.02744 -0.64061 1.38957 -1.0 -0.1 -0.7 -0.13
H 3.70818 -2.60089 1.05931 -0.8 0.3 0.0 0.07
H 4.90629 -1.41401 0.88012 0.2 0.5 0.1 0.08
H 4.29954 -1.83908 2.49704 0.1 0.1 0.1 0.08
H 3.25048 0.17657 1.84132 0.4 -0.2 0.1 0.09
C -3.36942 1.17299 -2.73901 0.2 0.9 0.5 -0.14
O -2.10668 1.82339 -2.72335 0.1 -0.3 -0.2 -0.13
H -3.98795 1.93709 -2.26820 -0.6 -0.5 0.1 0.07
H -3.78365 0.96457 -3.72546 0.2 0.0 -0.3 0.08
H -3.32112 0.24028 -2.17703 -0.3 0.1 0.2 0.05
H -1.47396 1.19070 -3.07116 0.3 -0.1 -0.4 0.02
C 4.50614 1.08113 -1.93534 0.2 -0.4 1.3 -0.19
O 3.94374 1.50713 -3.10778 -1.0 1.1 -1.9 -0.12
H 4.90006 1.94807 -1.40492 0.5 0.0 -0.2 0.08
H 3.72516 0.72797 -1.26195 0.0 -0.6 0.1 0.05
H 5.26434 0.31961 -2.11784 0.1 0.0 0.4 0.09
H 4.05494 0.90567 -3.84769 0.1 -0.2 0.3 0.09
C -0.96754 5.07731 -0.00186 -0.3 0.0 0.5 -0.18
O -0.81231 5.97132 -1.07941 -0.1 -0.3 0.4 -0.11
H -1.86754 5.33025 0.55860 -0.1 0.1 0.0 0.07
H -1.04487 4.03035 -0.29513 -0.1 -0.2 -0.3 0.06
H -0.12065 5.14285 0.68121 0.1 0.0 0.2 0.07
H 0.12540 5.86813 -1.25731 0.4 0.2 -0.8 0.02
C 1.66176 3.61768 4.14196 -0.4 1.2 0.2 -0.17
O 2.99200 4.04835 3.93340 0.6 -0.5 -0.1 -0.13
H 1.43045 3.51225 5.20190 0.1 -0.6 0.1 0.08
H 1.02506 4.44422 3.82642 -0.6 -0.2 -0.4 0.07
H 1.44519 2.71686 3.56774 0.2 0.1 0.1 0.07
H 3.14891 4.81343 4.49163 0.0 0.0 0.0 0.07
C 0.68100 0.77353 -4.85693 1.1 0.7 -0.8 -0.17
O -0.52784 0.16992 -4.52735 -0.7 -0.6 0.6 -0.12
H 0.48933 1.66712 -5.45096 0.1 0.1 -0.2 0.09
H 1.28571 1.08568 -4.00547 -0.4 -0.1 0.4 0.06
H 1.32489 0.09943 -5.42181 0.0 0.0 -0.2 0.08
H -0.64245 -0.60860 -5.07724 -0.1 0.0 0.1 0.09
C -2.65887 -2.40278 -2.29994 -0.8 -0.2 0.8 -0.05
C -2.60727 -2.91447 -0.84965 0.9 -1.5 -0.7 -0.47
C -3.30763 -4.24862 -0.64513 -0.6 -0.2 -1.0 -0.05
O -1.21923 -3.18605 -0.63545 -0.6 0.3 0.5 -0.08
H -2.35537 -3.19185 -2.98795 0.1 0.0 0.1 0.09
H -1.95361 -1.57292 -2.34505 -0.1 0.1 -0.3 0.05
H -3.67432 -2.09353 -2.54756 0.0 0.2 -0.3 0.08
H -2.97411 -2.15430 -0.15997 -0.1 0.1 0.1 0.12
H -4.30443 -4.14883 -1.07470 -0.3 -0.3 0.2 0.08
H -3.36404 -4.72102 0.33556 0.0 0.8 0.4 0.07
H -2.80074 -5.01479 -1.23177 0.2 0.2 -0.3 0.08
H -0.91649 -2.35133 -0.27051 1.2 -0.1 0.2 0.01
C 3.13343 -2.65604 -1.89887 -0.3 0.2 -0.5 -0.05
C 2.59882 -3.24932 -3.23833 -0.3 1.2 1.5 -0.45
C 1.28920 -2.56610 -3.71312 0.7 -0.5 -0.6 -0.03
O 3.61793 -3.11818 -4.22145 -0.5 0.0 -0.3 -0.05
H 4.13960 -2.99596 -1.65352 0.0 -0.7 0.0 0.07
H 2.45060 -2.87636 -1.07833 0.0 0.0 0.0 0.07
H 3.29620 -1.57931 -1.94656 -0.5 0.2 -0.2 0.06
H 2.34944 -4.29076 -3.03507 0.1 -0.3 -0.2 0.13
H 0.43919 -2.71929 -3.04821 0.3 0.0 0.4 0.07
H 1.01163 -3.03756 -4.65587 0.0 -0.2 -0.2 0.08
H 1.38814 -1.50762 -3.95381 0.3 0.0 0.4 0.04
H 4.42512 -3.45755 -3.82791 0.1 -0.1 -0.1 0.08
C -0.16691 -4.62285 2.40528 0.7 -0.1 -2.3 -0.05
C 0.85830 -4.10696 3.37816 0.0 0.3 0.5 -0.50
C 0.85288 -2.60874 3.55035 -0.1 1.6 -0.2 -0.05
O 0.56259 -4.73503 4.59738 -0.1 -0.2 1.1 -0.05
H -0.04878 -4.10014 1.45611 -0.1 0.1 -0.2 0.06
H -1.23614 -4.54953 2.60398 0.1 0.5 0.9 0.08
H -0.00764 -5.67143 2.15385 0.2 -0.1 0.3 0.08
H 1.89208 -4.38167 3.16860 -0.1 -0.4 -0.6 0.14
H 1.46902 -2.18548 4.34364 0.1 -0.8 0.6 0.08
H -0.14872 -2.21409 3.72103 -0.2 -0.1 0.0 0.07
H 1.27288 -2.03406 2.72484 -0.3 -0.4 -0.7 0.05
H -0.39072 -4.62438 4.62106 -0.2 -0.3 0.7 0.08
C -0.77404 0.89833 1.10577 0.3 1.1 0.0 -0.02
C -0.37779 0.08293 -0.08428 -0.1 0.4 -0.8 -0.47
C 0.56410 0.80524 -1.03234 -0.1 0.5 -0.5 -0.03
O 0.17312 -1.15569 0.29258 -0.1 0.0 0.1 -0.05
H -1.22509 1.81805 0.73325 -0.4 0.0 0.1 0.07
H 0.14595 1.25512 1.56883 0.1 -0.1 0.5 0.08
H -1.43134 0.43090 1.83896 0.1 -0.2 -0.2 0.07
H -1.24635 -0.07975 -0.72244 -0.4 -0.5 0.3 0.12
H 0.22470 1.82709 -1.20181 0.0 0.1 0.1 0.07
H 0.51127 0.32031 -2.00709 0.2 -0.2 0.0 0.07
H 1.61165 0.84343 -0.73353 0.0 -0.2 0.4 0.06
H 1.02793 -0.93166 0.66769 0.6 -0.4 0.3 0.06
```
Forces are in eV/Å.

Computed properties:
LUMO energy = 0.135 eV
relative energy (zero: lowest compared OMol25 entry of this formula, charge and spin) = 3.1408 eV


(2)
Molecular formula: C22H83IO23S
Method: DFT, the ωB97M-V functional and the def2-TZVPD basis

Structure (XYZ):
```
130
Properties=species:S:1:pos:R:3:forces:R:3:lowdin_charge:R:1
C 3.36147 2.96226 -1.66677 -0.8 0.2 -0.7 -0.02
C 2.09613 2.94868 -2.27520 0.8 -0.8 0.5 -0.24
O 1.15296 3.92057 -2.06332 0.1 0.1 -1.1 -0.27
S -0.42862 3.64487 -2.64476 -0.6 1.5 0.8 0.84
O -1.16080 4.52943 -1.72472 0.9 -1.0 -1.3 -0.50
O -0.75140 2.09519 -2.16444 0.0 0.9 0.3 -0.97
I -2.71319 1.96195 -1.56785 0.5 -0.5 -0.1 1.13
H 4.23408 3.51255 -2.03444 -0.8 1.2 1.1 0.04
H 3.46333 2.30297 -0.79391 0.6 -1.2 -1.4 0.03
H 1.73128 2.16688 -2.98138 -0.3 -0.5 1.6 0.09
C -3.22705 -0.41117 1.52229 0.1 0.0 0.1 -0.16
O -3.64129 0.95431 1.51754 0.0 -0.1 -0.1 -0.20
H -3.69449 -0.92743 0.68843 0.0 0.1 0.0 0.07
H -2.14157 -0.50047 1.42295 0.0 0.0 0.0 0.07
H -3.54381 -0.90315 2.44460 0.0 -0.1 0.0 0.06
H -3.22902 1.37649 2.27452 -0.1 0.0 0.2 0.04
C 0.11351 0.41655 -5.52768 0.0 -0.1 -0.2 -0.15
O 1.17016 1.24423 -5.05636 -0.2 0.1 0.1 -0.14
H -0.16927 -0.28564 -4.74498 0.1 0.1 0.1 0.07
H -0.76837 1.00630 -5.79490 0.0 0.0 0.0 0.08
H 0.44050 -0.14538 -6.40501 -0.1 -0.1 0.0 0.07
H 1.40914 1.81319 -5.79605 0.2 -0.1 -0.1 0.06
C 2.94989 0.42379 -8.37314 0.0 0.0 0.0 -0.14
O 1.88803 1.35354 -8.16220 0.0 0.0 0.1 -0.13
H 3.01255 -0.20859 -7.49180 0.0 0.0 0.0 0.06
H 2.75441 -0.21488 -9.23745 0.0 0.0 0.0 0.08
H 3.90161 0.94297 -8.51407 0.0 0.0 0.0 0.08
H 1.80671 1.89080 -8.95227 -0.1 0.1 0.0 0.07
C -6.47649 2.44819 -2.60729 0.0 -0.1 0.0 -0.17
O -5.81388 1.23920 -2.93992 0.0 0.2 0.1 -0.18
H -6.05132 2.81869 -1.67441 0.0 0.0 0.0 0.06
H -6.33708 3.21528 -3.37618 0.0 0.0 0.0 0.08
H -7.54850 2.29590 -2.45129 0.0 0.0 0.0 0.08
H -6.19088 0.91162 -3.76534 0.0 -0.2 -0.1 0.03
C 4.68257 1.31144 2.50402 0.0 0.2 0.0 -0.15
O 5.01936 1.81208 1.21486 0.0 -0.1 0.0 -0.13
H 4.80829 0.23050 2.47817 0.0 0.0 0.0 0.08
H 5.33137 1.72868 3.27773 0.0 -0.1 0.0 0.07
H 3.64516 1.54824 2.75378 0.0 -0.1 0.1 0.06
H 4.89006 2.76273 1.22668 0.0 0.1 0.0 0.07
C 4.45980 0.92415 6.06254 0.0 0.1 -0.1 -0.16
O 5.52489 1.83310 5.84367 0.0 0.0 0.1 -0.14
H 3.59778 1.30411 5.51501 0.0 0.0 0.0 0.07
H 4.69996 -0.07667 5.69024 0.0 0.0 0.0 0.08
H 4.19341 0.85358 7.12124 0.0 0.0 0.0 0.08
H 6.29369 1.51384 6.32816 0.2 -0.1 0.1 0.04
C -3.92988 4.90011 2.20546 -0.1 0.0 0.0 -0.12
O -3.39035 3.63868 2.58738 0.1 -0.1 0.1 -0.14
H -4.37054 5.33814 3.09903 0.0 0.0 0.0 0.08
H -3.15069 5.57035 1.83428 0.0 0.0 0.0 0.08
H -4.71065 4.79470 1.44873 0.0 0.0 0.0 0.07
H -3.00339 3.23265 1.80530 0.0 0.1 -0.1 0.04
C 2.26799 -3.06502 -5.65188 0.1 0.0 -0.1 -0.13
O 2.53647 -2.73923 -7.02055 0.0 0.1 0.1 -0.14
H 1.66477 -2.25214 -5.24869 0.0 0.0 0.0 0.06
H 1.71720 -4.00317 -5.57237 0.0 0.1 0.1 0.05
H 3.19105 -3.13115 -5.07024 0.0 0.0 0.0 0.07
H 3.06432 -3.44934 -7.38931 0.0 -0.1 -0.1 0.07
C 0.46554 -1.90434 -2.01600 0.0 0.0 0.0 -0.16
O 0.20580 -1.13256 -0.85700 -0.1 -0.1 -0.1 -0.12
H 0.68458 -2.91887 -1.68580 0.0 0.0 0.0 0.08
H -0.39920 -1.94738 -2.68676 0.0 0.0 0.0 0.08
H 1.32964 -1.52439 -2.57193 0.0 0.0 0.0 0.06
H 0.01963 -0.23312 -1.14301 0.1 0.1 0.1 0.03
C -5.02414 -4.42565 1.40658 0.1 0.0 0.0 -0.15
O -3.91204 -3.56329 1.20621 -0.1 0.0 0.0 -0.12
H -5.83543 -4.04316 0.78935 0.0 0.0 0.0 0.08
H -4.80271 -5.44994 1.09901 0.0 0.0 0.0 0.06
H -5.35058 -4.42217 2.45110 0.0 0.0 0.0 0.08
H -3.18193 -3.88837 1.73606 0.1 0.0 0.0 0.08
C -8.09491 -0.61614 -5.80141 0.0 0.0 0.1 -0.14
O -7.02223 0.25728 -5.46786 0.0 0.0 0.1 -0.13
H -8.26418 -1.25104 -4.93467 0.0 0.0 0.0 0.08
H -9.01250 -0.06409 -6.01690 0.0 0.0 0.0 0.08
H -7.84388 -1.24856 -6.65557 0.0 0.0 0.0 0.08
H -6.84361 0.82934 -6.21666 0.0 0.0 -0.1 0.09
C 4.04042 4.73105 5.42122 -0.1 0.0 0.0 -0.16
O 2.68139 4.66616 5.00205 0.0 -0.1 0.1 -0.13
H 4.18382 3.95409 6.16674 0.0 0.0 0.0 0.06
H 4.72823 4.53340 4.59516 0.0 0.0 0.0 0.07
H 4.27771 5.70216 5.86565 0.0 0.0 0.0 0.07
H 2.53746 5.33947 4.33518 0.0 0.1 -0.1 0.07
C -0.33511 -6.68058 -4.61247 0.0 0.0 0.0 -0.15
O 0.77383 -5.80539 -4.46068 -0.1 -0.1 0.0 -0.13
H -1.03749 -6.18438 -5.27928 0.0 0.0 0.0 0.08
H -0.04237 -7.63433 -5.05964 0.0 0.0 0.0 0.08
H -0.83566 -6.87132 -3.65966 0.0 0.0 0.0 0.08
H 1.40618 -6.22061 -3.87115 0.1 0.0 0.1 0.08
C 0.84916 1.82775 1.54710 -0.2 -0.1 -0.1 -0.12
O 1.35394 1.59892 0.24137 -0.2 0.0 0.0 -0.13
H 1.54157 1.39766 2.26652 0.0 0.0 -0.1 0.06
H 0.74383 2.89643 1.75442 0.0 0.0 0.1 0.09
H -0.11952 1.33218 1.67601 0.0 0.1 0.1 0.07
H 0.72233 1.98054 -0.38191 0.1 0.0 0.1 0.03
C -4.87842 0.88496 4.95328 0.1 0.2 0.0 -0.16
O -3.81294 1.75341 5.30893 0.1 -0.1 0.0 -0.12
H -5.14322 0.30846 5.83804 0.0 0.0 0.0 0.08
H -5.75367 1.45510 4.63043 -0.1 -0.1 0.0 0.08
H -4.58867 0.19295 4.15822 -0.1 0.0 0.0 0.05
H -3.59781 2.30153 4.54532 -0.1 0.1 0.0 0.04
C -6.16442 -7.97784 0.68054 0.0 0.0 0.0 -0.17
O -5.21651 -7.58948 -0.30170 0.1 0.0 0.1 -0.13
H -5.62373 -8.07668 1.62006 0.0 0.0 0.0 0.08
H -6.95039 -7.22784 0.80790 0.0 0.0 0.0 0.08
H -6.62576 -8.94056 0.44475 0.0 0.0 0.0 0.07
H -5.66822 -7.49468 -1.14198 0.0 0.0 -0.1 0.07
C 8.41940 -0.77032 7.19948 0.0 0.0 0.0 -0.13
O 7.96121 0.57743 7.29765 -0.1 0.0 -0.1 -0.13
H 7.90693 -1.21452 6.34842 0.0 0.0 0.0 0.08
H 9.49577 -0.80923 7.01582 0.0 0.0 0.0 0.08
H 8.19061 -1.34534 8.09683 0.0 0.0 0.0 0.06
H 8.39783 0.99296 8.04274 0.0 0.1 0.1 0.08
C 4.41918 -0.87387 -2.76269 0.0 0.0 0.0 -0.15
O 4.25947 -2.28485 -2.64464 0.0 0.0 -0.1 -0.14
H 5.15117 -0.70723 -3.55087 0.0 0.0 0.0 0.08
H 3.48582 -0.37803 -3.04265 0.0 0.0 0.0 0.06
H 4.78685 -0.42649 -1.83650 0.0 0.0 0.0 0.08
H 3.61918 -2.44840 -1.94992 -0.1 0.0 0.1 0.06
C 7.59885 -4.28855 9.53501 0.0 0.0 0.0 -0.16
O 8.68747 -3.39402 9.34836 -0.1 0.0 0.0 -0.13
H 6.74512 -3.85790 9.01510 0.0 0.0 0.0 0.08
H 7.80478 -5.27354 9.10853 0.0 0.0 0.0 0.08
H 7.34166 -4.40151 10.59125 0.0 0.0 0.0 0.08
H 9.45485 -3.75205 9.79806 0.1 0.0 0.0 0.07
C -5.58541 6.14906 -1.42829 0.0 -0.1 0.1 -0.16
O -6.46652 5.62124 -0.44424 0.1 -0.1 0.0 -0.13
H -4.65067 5.59839 -1.33277 0.0 0.0 -0.1 0.07
H -5.98084 6.00197 -2.43685 0.1 0.0 0.0 0.07
H -5.38222 7.21034 -1.26497 0.0 0.0 0.0 0.08
H -7.30163 6.08881 -0.49873 -0.1 0.0 0.0 0.07
```
Forces are in eV/Å.

Computed properties:
LUMO energy = -1.200 eV